{
  "formula": "CH7N2S",
  "method": "ωB97M-V with the def2-TZVPD basis set",
  "elements": ["H", "H", "N", "H", "C", "H", "S", "H", "H", "H", "N"],
  "coordinates": [[0.13, -0.96, -0.04], [0.84, 1.34, -0.23], [-0.82, 2.10, 0.68], [-1.77, 2.03, 1.02], [-0.05, 1.13, 0.31], [2.23, -2.17, -1.19], [0.80, -2.30, -1.17], [0.67, -3.67, -1.24], [-1.14, -0.46, 0.90], [-0.68, 3.07, 0.50], [-0.22, -0.12, 0.46]],
  "nbo_charge": [0.4190, 0.2211, -0.7134, 0.4261, 0.4011, 0.2154, -0.3255, 0.2199, 0.4056, 0.4390, -0.7083],
  "total_charge": 1,
  "total_energy_ha": -549.7300,
  "de_lowest_ev": 0.687,
  "orbital_gap_ev": 10.8,
  "multiplicity": 1,
  "lumo_ev": -3.3
}

=====

{
  "formula": "CH7N3",
  "method": "ωB97M-V with the def2-TZVPD basis set",
  "elements": ["N", "H", "H", "C", "N", "H", "H", "H", "N", "H", "H"],
  "coordinates": [[-1.37, -0.83, -0.32], [-2.19, -1.34, -0.02], [-1.32, -0.25, -1.14], [-0.22, -1.29, 0.21], [0.98, 2.13, -0.03], [0.74, -2.81, 0.90], [0.67, 2.13, -1.01], [0.69, -0.74, -0.05], [-0.16, -2.36, 0.92], [0.31, 2.72, 0.46], [1.86, 2.64, 0.07]],
  "lowdin_spin": [0.0645, 0.0114, 0.0989, 0.1248, 0.3264, 0.0078, 0.1324, 0.0355, 0.0075, 0.1000, 0.0907],
  "total_charge": -1,
  "total_energy_ha": -206.5015,
  "de_lowest_ev": 0.318,
  "orbital_gap_ev": [3.4, 9.8],
  "multiplicity": 2,
  "lumo_ev": [4.7, 4.5]
}

=====

{
  "formula": "CH7N3O",
  "method": "ωB97M-V with the def2-TZVPD basis set",
  "elements": ["H", "H", "N", "H", "O", "N", "H", "N", "H", "H", "C", "H"],
  "coordinates": [[-2.26, 0.58, 1.12], [1.71, -1.21, -0.22], [1.09, 0.29, -1.41], [-1.39, -1.20, -0.09], [-2.03, 0.66, 0.18], [1.43, -0.23, -0.12], [-0.12, 0.13, -1.34], [-1.00, -0.26, -0.11], [1.52, 1.21, -1.48], [0.27, 0.95, 1.08], [0.37, -0.10, 0.78], [0.41, -0.82, 1.60]],
  "nbo_charge": [0.4494, 0.3402, -0.7561, 0.3451, -0.5595, -0.4783, 0.3888, -0.3746, 0.3467, 0.1824, -0.0751, 0.1908],
  "total_energy_ha": -281.6550,
  "de_lowest_ev": 5.302,
  "orbital_gap_ev": 9.4,
  "multiplicity": 1,
  "smiles": "NNCNO",
  "lumo_ev": 0.7
}

=====

{
  "formula": "CH7N3O2",
  "method": "ωB97M-V with the def2-TZVPD basis set",
  "elements": ["N", "H", "C", "H", "N", "N", "H", "O", "H", "O", "H", "H", "H"],
  "coordinates": [[1.19, 2.30, 0.91], [0.85, 2.72, 1.75], [0.65, 1.14, 0.48], [-1.61, -0.73, -0.55], [-0.06, -2.10, -0.82], [-1.43, -1.82, -0.72], [-1.03, 0.09, 0.61], [1.05, 0.54, -0.51], [1.93, 2.72, 0.38], [-0.48, 0.84, 1.11], [0.28, -2.43, 0.08], [-1.84, -1.99, -1.64], [0.50, -1.27, -1.09]],
  "nbo_charge": [-0.8338, 0.4044, 0.8848, 0.2555, -0.6823, -0.6368, 0.5043, -0.6789, 0.4137, -0.6990, 0.3376, 0.3522, 0.3782],
  "total_energy_ha": -357.0277,
  "de_lowest_ev": 0.000,
  "orbital_gap_ev": 9.8,
  "multiplicity": 1,
  "smiles": "NC(=O)O.NN",
  "lumo_ev": 0.6
}

=====

{
  "formula": "CH7N3O3PS",
  "method": "ωB97M-V with the def2-TZVPD basis set",
  "elements": ["H", "H", "H", "S", "H", "H", "H", "P", "O", "C", "N", "N", "O", "O", "H", "N"],
  "coordinates": [[-2.79, 0.65, 0.34], [0.25, -0.92, 1.43], [-1.93, -0.52, -0.21], [0.03, -1.66, -0.62], [1.17, 0.38, 2.06], [1.86, 1.75, -0.64], [0.40, 1.42, -1.67], [-0.50, 1.01, 0.72], [0.88, -2.85, -0.84], [1.05, 0.98, -0.98], [-1.95, 0.19, 0.54], [0.22, -0.04, 1.93], [-0.80, 2.38, 1.20], [-1.11, -1.63, -1.59], [1.99, -0.78, -0.52], [1.24, -0.35, -1.16]],
  "nbo_charge": [0.3858, 0.3638, 0.4174, 1.6002, 0.3568, 0.2044, 0.1854, 1.9033, -1.0057, -0.3437, -1.2198, -1.1711, -1.1523, -1.0179, 0.3603, -0.8669],
  "total_charge": -1,
  "total_energy_ha": -1171.8916,
  "de_lowest_ev": 0.200,
  "orbital_gap_ev": 7.7,
  "multiplicity": 1,
  "lumo_ev": 3.7
}

=====

{
  "formula": "CH7N4",
  "method": "ωB97M-V with the def2-TZVPD basis set",
  "elements": ["H", "N", "H", "H", "N", "H", "H", "N", "H", "N", "H", "C"],
  "coordinates": [[-2.20, 0.33, -0.93], [0.43, -1.31, 0.49], [-2.03, -0.65, 0.50], [0.40, 1.54, -1.07], [-1.80, 0.27, 0.00], [-2.04, 1.07, 0.69], [0.28, -2.37, 0.18], [2.07, 0.59, 0.02], [2.71, 1.37, -0.15], [0.12, -0.48, -0.41], [1.20, -1.06, 1.09], [0.87, 0.72, -0.41]],
  "nbo_charge": [0.4161, -0.4408, 0.4030, 0.2232, -0.9095, 0.4210, 0.4363, -0.5794, 0.3985, 0.0206, 0.4217, 0.1893],
  "total_charge": 1,
  "total_energy_ha": -260.9618,
  "de_lowest_ev": 1.715,
  "orbital_gap_ev": [9.2, 9.2],
  "multiplicity": 1,
  "lumo_ev": [-5.8, -5.8]
}